Model one:
{
  "formula": "C24H30F18O12",
  "method": "the ωB97M-V functional and the def2-TZVPD basis",
  "homo_ha": -0.4085,
  "smiles": "CCOC(=O)C(F)(F)F.CCOC(=O)C(F)(F)F.CCOC(=O)C(F)(F)F.CCOC(=O)C(F)(F)F.CCOC(=O)C(F)(F)F.CCOC(=O)C(F)(F)F",
  "species": ["C", "C", "O", "C", "O", "C", "F", "F", "F", "H", "H", "H", "H", "H", "C", "C", "O", "C", "O", "C", "F", "F", "F", "H", "H", "H", "H", "H", "C", "C", "O", "C", "O", "C", "F", "F", "F", "H", "H", "H", "H", "H", "C", "C", "O", "C", "O", "C", "F", "F", "F", "H", "H", "H", "H", "H", "C", "C", "O", "C", "O", "C", "F", "F", "F", "H", "H", "H", "H", "H", "C", "C", "O", "C", "O", "C", "F", "F", "F", "H", "H", "H", "H", "H"],
  "coordinates": [[0.235, -1.997, -9.934], [0.137, -1.940, -8.428], [0.344, -0.594, -7.974], [1.589, -0.258, -7.717], [2.561, -0.943, -7.854], [1.733, 1.177, -7.173], [0.547, 1.790, -7.072], [2.301, 1.158, -5.973], [2.515, 1.877, -7.996], [0.167, -3.018, -10.324], [1.258, -1.738, -10.231], [-0.470, -1.371, -10.471], [0.821, -2.638, -7.949], [-0.860, -2.234, -8.097], [3.468, -2.595, -3.242], [4.050, -3.992, -3.159], [5.463, -3.943, -3.338], [6.241, -4.267, -2.322], [5.895, -4.619, -1.233], [7.735, -4.142, -2.663], [8.339, -5.328, -2.490], [7.924, -3.749, -3.921], [8.312, -3.268, -1.837], [3.520, -2.158, -2.237], [2.398, -2.569, -3.434], [4.028, -1.911, -3.876], [3.609, -4.662, -3.896], [3.812, -4.429, -2.192], [-0.211, 4.396, 4.441], [0.967, 3.533, 4.031], [1.036, 2.489, 5.014], [1.928, 1.534, 4.873], [2.673, 1.415, 3.944], [1.957, 0.603, 6.097], [3.222, 0.339, 6.420], [1.348, 1.118, 7.152], [1.365, -0.563, 5.774], [-1.089, 3.769, 4.581], [-0.327, 5.288, 3.835], [-0.002, 4.752, 5.459], [1.904, 4.082, 4.101], [0.760, 3.093, 3.056], [-5.765, 0.170, 5.585], [-5.716, -0.575, 4.270], [-4.623, -1.512, 4.242], [-3.459, -1.038, 3.860], [-3.210, 0.087, 3.531], [-2.335, -2.092, 3.848], [-1.728, -2.086, 2.661], [-1.423, -1.728, 4.760], [-2.752, -3.322, 4.106], [-4.931, 0.873, 5.644], [-5.708, -0.515, 6.428], [-6.665, 0.780, 5.637], [-5.636, 0.091, 3.413], [-6.630, -1.151, 4.132], [0.251, 0.212, 1.877], [-0.452, -0.250, 0.597], [0.107, 0.500, -0.505], [0.846, -0.137, -1.367], [0.992, -1.320, -1.461], [1.453, 0.835, -2.401], [1.393, 2.111, -2.004], [2.731, 0.517, -2.621], [0.784, 0.726, -3.560], [0.342, 1.297, 1.840], [1.250, -0.224, 1.877], [-0.324, -0.077, 2.753], [-1.491, 0.068, 0.651], [-0.315, -1.314, 0.444], [-1.933, 2.431, 0.563], [-2.292, 2.406, 2.042], [-3.704, 2.224, 2.156], [-4.313, 2.824, 3.159], [-3.819, 3.521, 3.990], [-5.828, 2.499, 3.141], [-6.526, 3.526, 2.649], [-6.101, 1.414, 2.425], [-6.247, 2.291, 4.395], [-0.870, 2.380, 0.345], [-2.330, 3.347, 0.117], [-2.461, 1.635, 0.028], [-2.062, 3.410, 2.405], [-1.707, 1.681, 2.605]]
}

Model two:
{
  "formula": "C24H30F18O12",
  "method": "the ωB97M-V functional and the def2-TZVPD basis",
  "homo_ha": -0.4165,
  "smiles": "CCOC(=O)C(F)(F)F.CCOC(=O)C(F)(F)F.CCOC(=O)C(F)(F)F.CCOC(=O)C(F)(F)F.CCOC(=O)C(F)(F)F.CCOC(=O)C(F)(F)F",
  "species": ["C", "C", "O", "C", "O", "C", "F", "F", "F", "H", "H", "H", "H", "H", "C", "C", "O", "C", "O", "C", "F", "F", "F", "H", "H", "H", "H", "H", "C", "C", "O", "C", "O", "C", "F", "F", "F", "H", "H", "H", "H", "H", "C", "C", "O", "C", "O", "C", "F", "F", "F", "H", "H", "H", "H", "H", "C", "C", "O", "C", "O", "C", "F", "F", "F", "H", "H", "H", "H", "H", "C", "C", "O", "C", "O", "C", "F", "F", "F", "H", "H", "H", "H", "H"],
  "coordinates": [[-5.550, 2.711, -3.728], [-4.614, 2.450, -2.608], [-5.278, 2.502, -1.382], [-5.239, 1.436, -0.528], [-4.677, 0.343, -0.708], [-6.149, 1.665, 0.693], [-6.876, 2.765, 0.596], [-6.908, 0.589, 0.861], [-5.412, 1.737, 1.798], [-6.183, 3.597, -3.678], [-6.330, 1.949, -3.751], [-5.082, 2.853, -4.702], [-4.003, 3.346, -2.717], [-3.930, 1.636, -2.846], [-1.525, -2.039, -2.351], [-1.009, -0.707, -1.852], [-0.183, -0.962, -0.723], [0.250, -0.005, 0.101], [-0.247, 1.110, 0.087], [1.386, -0.465, 1.016], [2.162, 0.619, 1.163], [0.955, -0.731, 2.257], [1.978, -1.519, 0.551], [-0.742, -2.650, -2.800], [-2.216, -1.900, -3.182], [-2.022, -2.500, -1.498], [-1.822, -0.073, -1.499], [-0.509, -0.070, -2.582], [-3.410, 0.578, 8.055], [-1.898, 0.559, 8.016], [-1.455, 1.194, 6.821], [-0.098, 1.157, 6.399], [0.800, 0.570, 6.968], [0.155, 1.916, 4.994], [-1.044, 2.351, 4.417], [0.926, 3.018, 5.372], [0.910, 1.183, 4.127], [-3.801, 1.564, 8.302], [-3.686, -0.136, 8.830], [-3.898, 0.202, 7.155], [-1.568, -0.478, 8.083], [-1.430, 1.093, 8.843], [2.134, -1.425, -3.270], [3.553, -1.878, -2.942], [3.861, -3.169, -3.402], [3.857, -3.476, -4.753], [3.858, -2.570, -5.623], [4.050, -4.969, -5.058], [4.521, -5.150, -6.335], [4.864, -5.579, -4.207], [2.896, -5.613, -5.054], [1.789, -1.443, -4.303], [2.164, -0.354, -3.072], [1.423, -1.945, -2.628], [3.788, -1.885, -1.878], [4.323, -1.259, -3.403], [4.724, -1.043, 3.198], [5.477, -2.405, 3.123], [4.615, -3.431, 2.686], [3.866, -4.173, 3.539], [3.827, -4.063, 4.756], [2.922, -5.123, 2.803], [1.632, -4.804, 3.128], [3.122, -4.981, 1.392], [3.218, -6.390, 3.115], [3.915, -1.141, 3.922], [4.226, -0.852, 2.248], [5.371, -0.190, 3.403], [5.897, -2.642, 4.100], [6.394, -2.305, 2.542], [-0.522, 4.461, -1.604], [0.508, 3.764, -2.553], [0.146, 3.891, -3.940], [-0.796, 3.017, -4.484], [-1.322, 2.077, -3.865], [-1.061, 3.371, -5.934], [-2.405, 3.418, -6.105], [-0.525, 4.499, -6.434], [-0.694, 2.335, -6.671], [-0.597, 5.530, -1.801], [-0.358, 4.226, -0.553], [-1.522, 4.094, -1.836], [0.726, 2.765, -2.176], [1.414, 4.359, -2.441]]
}

Least stable structure among those shown: model two.